{"formula": "C30H35Br2Cl5IrN9OS", "method": "the ωB97M-V functional and the def2-TZVPD basis", "e_homo_ev": [-15.501, -15.530], "e_above_lowest_kcal_mol": 29.1, "e_tot_ha": -9682.90449, "spin_multiplicity": 2, "lumo_energy_ev": [-8.26, -10.16], "orbital_gap_ev": [7.242, 5.366], "total_charge": 3, "mol_weight_g_mol": 1099.0, "elements": ["Ir", "Br", "Br", "Cl", "Cl", "Cl", "Cl", "Cl", "S", "O", "N", "N", "N", "N", "N", "N", "N", "N", "N", "C", "C", "C", "C", "C", "C", "C", "C", "C", "C", "C", "C", "C", "C", "C", "C", "C", "C", "C", "C", "C", "C", "C", "C", "C", "C", "C", "C", "C", "C", "H", "H", "H", "H", "H", "H", "H", "H", "H", "H", "H", "H", "H", "H", "H", "H", "H", "H", "H", "H", "H", "H", "H", "H", "H", "H", "H", "H", "H", "H", "H", "H", "H", "H", "H"], "coordinates": [[-0.6792, -0.5280, -0.6256], [-5.4572, -1.2643, 4.5289], [-5.6382, -1.6476, -1.0478], [1.6227, -1.0830, -3.6434], [-3.2068, 1.1352, -2.1687], [0.5768, -1.2984, -6.4117], [-2.2843, -0.4122, -7.1532], [-4.1110, 0.8014, -4.9897], [3.1476, 3.3646, 1.9148], [-2.7008, -1.0211, -0.7110], [-1.1738, -0.8772, 1.4663], [-0.2595, 2.2275, -1.5007], [1.4181, -0.8335, -0.6480], [-0.5952, -2.6816, -0.8376], [1.3013, 1.7107, 2.4714], [-0.8380, 1.5212, -0.4864], [3.0438, 2.1951, -0.5625], [1.6259, 1.4595, 1.1572], [3.8647, -3.8424, -2.3574], [1.2349, -2.8511, 0.7743], [2.1377, -1.7257, 0.2969], [2.5556, 2.2626, 0.7329], [-3.1386, -1.0728, 2.8835], [-0.9592, -0.8464, 3.8463], [3.3571, -2.3797, -0.3885], [-1.9993, 2.1570, 1.6518], [-0.4239, -0.7928, 2.5593], [-2.1407, 0.2298, -3.2065], [-4.5691, -1.2374, 2.9214], [-2.5796, 0.1907, -4.5380], [-0.0961, -0.7146, -3.8340], [-2.5210, -1.0111, 1.6329], [2.0036, 2.6507, 3.0085], [-2.3148, -0.9817, 4.0197], [-1.7639, -0.3417, -5.5326], [1.8618, 3.1131, 4.4209], [-0.9139, -0.3257, -2.7516], [-0.3683, 3.5586, -1.3118], [-5.3106, -1.3893, 1.7532], [0.1076, 4.5403, -2.3223], [0.5632, -3.5314, -0.4070], [-0.9822, 3.7208, -0.0961], [1.5249, -3.7827, -1.5801], [-3.2969, -1.1023, 0.4088], [1.5223, 4.5998, 4.5310], [-1.2604, 2.4345, 0.3909], [-0.4868, -0.7549, -5.1790], [2.9823, -3.6840, -1.1311], [-4.7039, -1.3572, 0.5095], [2.4877, -1.1179, 1.1307], [-3.0172, 1.8232, 1.4384], [0.1692, -4.4923, -0.0737], [-2.7457, -1.0117, 5.0110], [1.3457, -3.0607, -2.3746], [2.3106, 5.2228, 4.1071], [3.7441, -3.0584, -3.0066], [1.3322, -4.7666, -2.0125], [-0.1735, 5.5460, -2.0218], [1.1930, 4.5101, -2.4264], [-0.2935, -0.7722, 4.6940], [0.6331, -0.6414, 2.4072], [-1.4868, 1.4350, 2.2770], [0.5911, 4.8292, 4.0129], [-0.0829, 1.7482, -2.3710], [1.4853, -1.2289, -1.5789], [3.7083, 2.9072, -0.8260], [-1.3862, -2.9675, -0.2631], [1.8045, -3.5746, 1.3610], [-2.0767, 3.0805, 2.2217], [1.9094, 0.0556, -0.7020], [0.4593, -2.4772, 1.4196], [2.7898, 2.9026, 4.9576], [3.6454, -4.7025, -2.8698], [2.3090, 2.0888, -1.2488], [-0.8989, -2.9034, -1.7865], [-6.3792, -1.5387, 1.8242], [1.4093, 4.8819, 5.5753], [3.2381, -4.5445, -0.5121], [1.0806, 2.5014, 4.8737], [4.8563, -3.8850, -2.1016], [-1.2337, 4.6506, 0.3830], [3.8384, -1.6599, -1.0581], [-0.3348, 4.3425, -3.2991], [4.0903, -2.6239, 0.3801]], "lowdin_spin": [0.018, 0.110, 0.069, 0.000, 0.011, 0.000, 0.000, 0.000, 0.000, 0.229, 0.022, 0.000, -0.002, 0.003, 0.000, 0.000, 0.000, 0.000, 0.000, 0.001, 0.000, 0.000, 0.025, 0.010, 0.000, 0.001, 0.004, 0.000, 0.198, 0.000, 0.000, 0.047, 0.000, 0.015, 0.000, 0.000, -0.001, 0.001, -0.016, 0.000, 0.000, 0.000, 0.000, 0.115, 0.000, 0.000, 0.000, 0.000, 0.141, 0.000, 0.001, 0.000, 0.001, 0.000, 0.000, 0.000, 0.000, 0.000, 0.000, 0.000, 0.000, 0.000, 0.000, 0.000, 0.000, 0.000, 0.000, 0.000, 0.000, 0.000, 0.000, 0.000, 0.000, 0.000, 0.000, -0.003, 0.000, 0.000, 0.000, 0.000, 0.000, 0.000, 0.000, 0.000]}

{"formula": "C24H39As3F5NO9P2W", "method": "the ωB97M-V functional and the def2-TZVPD basis", "e_homo_ev": [-10.629, -10.651], "e_above_lowest_kcal_mol": 77.7, "e_tot_ha": -9626.16281, "spin_multiplicity": 2, "lumo_energy_ev": [-3.89, -3.97], "orbital_gap_ev": [6.735, 6.676], "total_charge": 1, "mol_weight_g_mol": 1051.1, "elements": ["W", "As", "As", "As", "P", "P", "F", "F", "F", "F", "F", "O", "O", "O", "O", "O", "O", "O", "O", "O", "N", "C", "C", "C", "C", "C", "C", "C", "C", "C", "C", "C", "C", "C", "C", "C", "C", "C", "C", "C", "C", "C", "C", "C", "C", "H", "H", "H", "H", "H", "H", "H", "H", "H", "H", "H", "H", "H", "H", "H", "H", "H", "H", "H", "H", "H", "H", "H", "H", "H", "H", "H", "H", "H", "H", "H", "H", "H", "H", "H", "H", "H", "H", "H"], "coordinates": [[0.3288, -1.0303, 0.1988], [-0.0603, 1.6127, 1.8071], [-1.1883, 0.5136, -1.4755], [-2.1562, 4.6872, -3.0941], [2.3945, -3.6136, 1.1293], [1.9857, -1.3749, 2.9465], [-1.9044, -6.6324, 1.5787], [-0.5939, -4.7223, -2.5251], [-1.4023, -6.8914, -1.0555], [-1.4337, -0.6854, 0.7616], [-1.5143, -4.3035, 2.8506], [1.2591, 0.5113, 0.7682], [1.7270, -5.0216, 0.9899], [0.6285, -1.5018, 2.2005], [3.8806, -3.8636, 0.6791], [3.1845, -0.9956, 1.9127], [3.7737, -3.3607, 3.3120], [1.7215, -2.6311, 0.1825], [2.1000, -0.5463, 4.1502], [-0.4737, -2.2293, -1.1698], [1.7511, -0.6722, -1.6195], [-1.3094, 3.3202, -0.3590], [-0.9347, -3.2158, 0.8123], [-0.8766, -4.5972, -1.2203], [2.8130, -1.9925, -3.3136], [-1.2582, -5.7012, -0.4718], [-2.7655, -0.5405, -1.8294], [-2.4344, 6.5035, -2.4182], [1.4608, -4.0267, 3.7587], [1.6951, -1.5506, -2.6371], [-2.1385, 4.2267, 0.5503], [-1.4930, -5.5649, 0.8913], [-0.6792, 0.9545, -3.2933], [1.2761, 2.4744, 2.9282], [2.9562, -0.1651, -1.3070], [-1.7860, 2.5030, 3.8471], [-2.1032, 2.0422, -0.6683], [-1.3039, -4.3341, 1.5146], [-0.7886, -3.3995, -0.5416], [-3.9644, 4.0360, -2.6677], [0.0082, 2.9536, 0.3489], [4.0549, -1.5095, -2.9351], [4.1213, -0.5491, -1.9405], [-0.9139, 4.0641, -1.6483], [2.4106, -3.1643, 2.9488], [-0.4010, 4.9868, -1.3606], [-4.2452, 4.1122, -1.6199], [4.5021, -3.2324, 1.0787], [-1.2747, 1.8211, 4.5097], [0.7162, -1.9055, -2.9189], [2.2303, -5.7133, 0.5384], [0.6759, 2.5034, -0.3910], [-4.6320, 4.6758, -3.2464], [-2.7992, 6.5057, -1.3916], [4.9556, -1.8653, -3.4183], [-3.4348, 0.0834, -2.4224], [-0.1668, 3.4693, -2.1806], [-4.1169, 3.0152, -3.0176], [-2.7453, 2.2106, 3.4485], [3.5467, -0.1348, 2.1495], [2.2285, 2.5315, 2.4006], [-1.4957, 7.0533, -2.4699], [0.5191, 3.8391, 0.7339], [-2.3189, 3.7570, 1.5195], [2.9651, 0.5880, -0.5341], [0.9118, 3.4835, 3.1212], [-3.2350, -0.8234, -0.8914], [2.6938, -2.7102, -4.1119], [0.2979, 1.4248, -3.3714], [-0.6817, 0.0341, -3.8753], [-3.1100, 4.4607, 0.1174], [1.5762, -3.7591, 4.8112], [-1.5161, 3.5490, 3.8677], [0.4253, -3.8553, 3.4803], [-2.5278, 1.6164, 0.2449], [-1.4382, 1.6304, -3.6907], [1.4103, 1.9289, 3.8590], [-2.5023, -1.4364, -2.3841], [1.6944, -5.0823, 3.6337], [-2.9241, 2.2405, -1.3520], [-3.1608, 7.0061, -3.0555], [5.0550, -0.0912, -1.6482], [-1.6137, 5.1682, 0.7242], [3.8809, -3.1014, 4.2360]], "lowdin_spin": [0.008, 0.089, 0.000, 0.000, 0.000, 0.000, 0.000, 0.000, 0.000, 0.005, 0.000, 0.059, 0.000, 0.002, 0.000, 0.001, 0.000, 0.001, 0.000, 0.002, 0.001, 0.000, 0.002, 0.000, 0.000, 0.000, 0.000, 0.000, 0.000, 0.000, 0.004, 0.000, 0.000, 0.008, 0.001, 0.691, 0.000, 0.000, 0.000, 0.000, 0.002, 0.000, 0.000, 0.000, 0.000, 0.000, 0.000, 0.000, 0.034, 0.000, 0.000, -0.001, 0.000, 0.000, 0.000, 0.000, 0.000, 0.000, 0.038, 0.000, 0.000, 0.000, 0.002, 0.003, 0.001, 0.004, 0.000, 0.000, 0.000, 0.000, 0.000, 0.000, 0.043, 0.000, 0.000, 0.000, 0.000, 0.000, 0.000, 0.000, 0.000, 0.000, 0.000, 0.000]}